A structure of composition NO3Rb5 at a distorted geometry, computed with ωB97M-V with the def2-TZVPD basis set.

Properties
lowest unoccupied orbital energy: -12.238 eV
energy relative to the best compared isomer or geometry (same formula, charge and spin): 42.36 kcal per mole
charge: +4

Last column: natural (NBO) charge in e.
Cartesian coordinates (Å):
Rb1 -1.1669 1.7980 3.5081  1.00
Rb2 -1.1892 -3.2104 -0.5626  1.00
Rb3 -2.7044 0.0287 -2.4457  1.00
Rb4 2.7717 1.5623 2.0410  1.00
Rb5 1.7944 -0.2711 -3.4684  1.00
N1 0.1297 -0.0070 0.2266  0.74
O1 -0.9915 -0.3498 -0.0301  -0.58
O2 0.3139 0.3761 1.3639  -0.57
O3 1.0423 0.0731 -0.6327  -0.58

Cartesian forces (eV/Å) of the 6 atoms listed first:
Rb -0.452 0.114 0.442
Rb -0.037 -0.816 0.364
Rb -0.649 0.446 -0.225
Rb 0.799 0.132 0.069
Rb 0.619 0.110 -0.361
N 1.963 1.760 -0.282